Below is C21H18F4N4O4S in the gas phase at a distorted geometry, with properties calculated with wB97M-V/def2-TZVPD.

Each line ends with the Löwdin charge.
Positions of all 52 atoms, in Å:
C -2.7232 -0.7785 -2.5962  -0.12
N -1.7187 -0.1551 -1.8011  0.00
C -1.8168 1.0145 -1.3731  -0.55
S -3.2107 2.1397 -1.6272  1.03
C -2.6093 3.2252 -0.3047  -0.45
C -3.3154 2.9417 1.0350  -0.09
C -3.0178 1.5027 1.4413  -0.48
O -2.0477 1.2010 2.0957  0.10
N -3.9075 0.6084 0.9236  0.13
C -3.7848 -0.7789 0.8634  -0.17
C -2.6834 -1.4884 1.3343  0.01
C -2.6190 -2.8622 1.1896  0.00
C -3.6607 -3.5335 0.5763  -0.28
F -3.5966 -4.8696 0.4333  0.07
C -4.7753 -2.8665 0.0960  0.06
C -4.8137 -1.4980 0.2487  -0.21
F -5.8811 -0.8134 -0.2246  0.07
C -1.1289 2.9244 -0.1503  -0.46
O -0.3371 3.6511 0.3768  0.14
N -0.8318 1.6662 -0.6538  -0.04
N 0.4169 1.2289 -0.3886  0.15
C 0.8334 0.0480 -0.5966  -0.07
C 2.2050 -0.2808 -0.2510  -0.19
C 2.6977 -1.5586 -0.5025  -0.03
C 4.0065 -1.8663 -0.1765  0.01
C 4.8167 -0.9090 0.4019  -0.15
O 6.1421 -1.2214 0.7637  0.08
C 7.0487 -1.1528 -0.2107  -0.46
F 7.0563 0.0372 -0.8590  0.10
F 6.8310 -2.0694 -1.1980  0.08
C 4.3413 0.3884 0.6681  -0.20
O 5.2156 1.2459 1.2344  -0.06
C 4.7814 2.5602 1.5056  -0.06
C 3.0281 0.6837 0.3338  0.05
H -2.9313 -1.7602 -2.1701  0.08
H -2.3285 -0.9182 -3.6034  0.09
H -3.6448 -0.1867 -2.6514  0.05
H -2.7634 4.2640 -0.6003  0.12
H -4.3858 3.1259 0.9369  0.12
H -2.8936 3.6089 1.7887  0.14
H -4.7087 0.9750 0.4239  0.12
H -1.8791 -0.9544 1.8116  0.11
H -1.7658 -3.4132 1.5499  0.12
H -5.5842 -3.3932 -0.3828  0.13
H 0.2225 -0.7429 -1.0263  0.11
H 2.0642 -2.3051 -0.9557  0.11
H 4.4105 -2.8476 -0.3713  0.12
H 8.0508 -1.3340 0.2068  0.18
H 4.4896 3.0802 0.5890  0.10
H 3.9455 2.5668 2.2107  0.10
H 5.6380 3.0629 1.9510  0.10
H 2.6024 1.6570 0.5101  0.11

Cartesian forces, eV/Å:
C -0.29 0.07 -0.11
N 0.75 0.07 0.31
C -0.83 -0.04 -0.45
S 0.29 0.10 -0.30
C -0.27 0.01 -0.09
C 0.23 -0.04 0.12
C -0.54 0.30 0.03
O 0.30 -0.03 0.17
N -0.60 0.06 0.05
C -0.06 -0.34 -0.03
C -0.05 0.05 -0.03
C -0.19 -0.29 -0.14
C 0.05 0.27 0.03
F -0.02 0.01 0.00
C 0.09 0.00 0.05
C 0.32 -0.05 0.17
F 0.09 0.02 0.04
C 0.05 0.44 -0.08
O -0.14 0.08 0.06
N 0.07 -0.18 -0.01
N 0.77 0.17 0.32
C -0.81 -0.31 -0.38
C 0.81 -0.17 0.21
C -0.26 0.36 0.03
C 0.32 0.11 0.21
C 0.11 0.06 -0.09
O -1.04 0.08 0.40
C 1.40 -0.09 -0.61
F -0.15 0.26 0.12
F -0.17 -0.24 0.03
C -0.02 -0.27 -0.06
O 0.09 -0.32 -0.05
C -0.08 0.22 0.04
C 0.18 -0.05 0.05
H -0.14 -0.02 -0.09
H -0.11 -0.06 -0.04
H -0.12 -0.16 -0.07
H 0.17 -0.12 0.06
H 0.02 0.02 0.00
H -0.06 -0.09 0.00
H 0.30 0.00 0.11
H 0.00 0.02 0.01
H 0.08 -0.08 0.04
H -0.09 -0.05 -0.05
H 0.02 0.14 0.06
H -0.10 -0.08 -0.06
H 0.07 -0.05 0.01
H -0.41 0.06 -0.04
H -0.01 -0.02 0.03
H 0.01 0.01 -0.03
H -0.09 0.00 -0.03
H 0.02 0.15 0.06

* DFT total energy: -57924.21171 eV
* SMILES: C/N=C1\S[C@@H](CC(=O)Nc2ccc(F)cc2F)C(=O)N1/N=C/c1ccc(OC(F)F)c(OC)c1
* relative energy (zero: lowest compared OMol25 entry of this formula, charge and spin): 7.1 kJ/mol
* Kohn-Sham gap: 8.7 eV
* E_LUMO: 0.173 eV

***

Below is C21H18N2O5 in the gas phase at a distorted geometry, with properties calculated with wB97M-V/def2-TZVPD.

Each line ends with the Löwdin charge.
Positions of all 46 atoms, in Å:
C 0.2359 4.0394 -2.3847  -0.05
O 0.6983 3.2126 -1.2866  -0.06
C 0.5532 3.6745 0.0114  -0.47
O 0.1339 4.7383 0.3478  0.13
C 1.1002 2.7730 1.0982  -0.01
C 0.1400 1.5682 1.4039  -0.15
C 0.2498 0.4106 0.3786  0.00
C 1.2768 -0.5363 0.5734  -0.07
C 1.4131 -1.6659 -0.2993  0.02
C 0.5105 -1.8468 -1.3236  0.00
C -0.4993 -0.9186 -1.4976  -0.14
C -0.6382 0.1790 -0.6572  -0.03
C -1.7718 0.9937 -1.1157  -0.22
O -2.2457 1.9984 -0.5848  0.16
C -2.2682 0.2744 -2.2860  -0.31
O -3.2384 0.5718 -2.9905  0.12
N -1.4778 -0.8684 -2.5115  -0.02
C -1.8295 -1.9290 -3.4120  -0.02
C 2.2124 -0.3232 1.6979  -0.11
C 3.5301 -0.8009 1.7451  -0.02
C 4.4318 -0.4989 2.7574  -0.07
C 4.0086 0.3592 3.7833  -0.08
C 2.7013 0.8500 3.8116  0.01
C 1.8048 0.4694 2.7661  -0.20
N 0.4913 0.9623 2.6862  0.02
C -0.5468 0.4693 3.4933  -0.44
C -0.3486 -0.5902 4.5468  0.01
O -1.7060 0.7563 3.2764  0.07
H -0.7507 4.5816 -2.2038  0.12
H 0.1301 3.4382 -3.2982  0.09
H 1.0168 4.7659 -2.6373  0.09
H 2.1044 2.4017 0.8378  0.13
H 1.2400 3.3585 2.0243  0.14
H -0.8680 2.0004 1.4478  0.15
H 2.2165 -2.3882 -0.1976  0.11
H 0.6066 -2.6822 -2.0227  0.11
H -2.5625 -2.6075 -2.9806  0.10
H -2.2316 -1.5709 -4.3509  0.09
H -0.9513 -2.5641 -3.6141  0.09
H 3.8719 -1.4568 0.9522  0.10
H 5.4268 -0.9199 2.8198  0.10
H 4.6900 0.7016 4.5453  0.10
H 2.3307 1.5204 4.5814  0.12
H -1.3398 -0.9678 4.9002  0.10
H 0.2264 -0.1921 5.3803  0.08
H 0.2643 -1.3991 4.1303  0.09

Cartesian forces, eV/Å:
C -0.67 0.93 -0.03
O -0.61 0.23 0.83
C 0.82 -0.12 -0.22
O -0.67 0.76 -0.93
C 0.41 -1.37 -0.09
C 0.39 0.07 -0.62
C 0.21 -0.06 0.54
C 0.45 -0.89 -0.39
C -0.38 1.39 0.80
C -0.21 -0.49 -0.87
C -0.19 -0.06 -0.33
C 0.46 0.60 0.46
C 0.43 1.95 3.01
O 0.69 -1.63 -1.38
C -2.91 -1.26 -4.13
O 1.73 -0.45 1.37
N -0.22 1.31 0.88
C 0.40 -0.94 -0.06
C 0.89 0.17 0.36
C 0.38 -0.56 -0.39
C -0.96 0.49 0.58
C -0.63 0.27 -0.09
C -0.53 -0.83 -1.32
C 0.95 0.29 0.79
N -1.05 0.33 1.24
C -1.13 -0.54 -0.59
C 0.79 -0.25 0.24
O 0.01 0.86 -0.51
H 1.37 -0.85 0.17
H -0.04 -0.35 0.67
H -0.21 0.09 0.36
H -0.32 0.00 -0.16
H -0.44 -0.11 -0.57
H 0.18 -0.62 0.14
H -0.08 0.18 0.27
H 0.01 0.23 0.35
H -0.27 0.06 0.20
H 0.05 0.36 -0.04
H -0.19 0.50 -0.04
H 0.00 0.07 -0.07
H -0.04 0.02 -0.36
H 0.18 -0.16 0.15
H 0.17 -0.08 -0.06
H 0.96 0.52 -0.49
H -0.01 -0.04 0.23
H -0.18 -0.03 0.12

* DFT total energy: -35287.28971 eV
* SMILES: COC(=O)C[C@H]1c2c(ccc3c2C(=O)C(=O)N3C)-c2ccccc2N1C(C)=O
* relative energy (zero: lowest compared OMol25 entry of this formula, charge and spin): 0.0 kJ/mol
* Kohn-Sham gap: 7.2 eV
* E_LUMO: -1.235 eV

***

Below is C21H18N4O7S3 in the gas phase at a distorted geometry, with properties calculated with wB97M-V/def2-TZVPD.

Each line ends with the Löwdin charge.
Positions of all 53 atoms, in Å:
H 2.6859 -0.5612 0.4594  0.06
N 2.2334 0.3470 0.4188  0.17
C 3.0153 1.3026 0.1489  -0.27
C 2.6441 2.7043 0.0260  -0.04
C 1.4033 3.2748 0.0600  0.07
C 0.0398 2.8553 0.2108  -0.18
C -0.9406 3.8498 0.0568  -0.01
C -2.2791 3.5468 0.1837  0.02
C -2.6798 2.2541 0.4871  -0.23
O -4.0063 1.9609 0.6339  -0.12
S -4.7872 1.4051 -0.6916  0.70
O -4.0714 1.8562 -1.8454  -0.24
O -6.1499 1.7830 -0.5186  -0.24
C -4.6331 -0.3572 -0.5243  -0.28
C -3.8339 -1.0566 -1.4034  -0.05
C -3.7063 -2.4259 -1.2484  -0.03
C -4.3711 -3.0882 -0.2203  -0.27
C -4.2445 -4.5724 -0.0663  -0.05
C -5.1741 -2.3550 0.6493  -0.02
C -5.3096 -0.9863 0.4991  -0.04
C -1.7156 1.2399 0.6435  -0.18
O -2.1987 0.0015 0.9302  -0.08
C -1.2765 -1.0553 1.0740  -0.06
C -0.3741 1.5495 0.5060  0.06
C 3.7351 3.7266 -0.1876  -0.43
O 3.5020 4.9112 -0.2194  0.08
N 5.0366 3.2834 -0.3580  0.14
C 5.2999 2.0454 -0.2964  -0.55
S 6.9007 1.3246 -0.4907  1.15
C 6.1470 -0.2199 -0.2179  -0.63
S 7.1137 -1.7433 -0.2106  0.60
C 5.8502 -3.0148 -0.0311  -0.12
O 7.7385 -1.8395 -1.4930  -0.30
O 7.9388 -1.6957 0.9564  -0.30
N 4.8882 -0.2046 -0.0124  0.07
N 4.3950 1.0452 -0.0561  -0.05
H 1.4805 4.3533 -0.0772  0.12
H -0.6446 4.8609 -0.1768  0.12
H -3.0393 4.3000 0.0519  0.13
H -3.3274 -0.5178 -2.1883  0.12
H -3.0848 -2.9886 -1.9296  0.12
H -4.3525 -4.8671 0.9746  0.08
H -3.2855 -4.9237 -0.4390  0.08
H -5.0288 -5.0690 -0.6377  0.09
H -5.6947 -2.8626 1.4479  0.12
H -5.9283 -0.3974 1.1562  0.12
H -0.7061 -1.2124 0.1544  0.10
H -0.5859 -0.8720 1.9017  0.10
H -1.8795 -1.9367 1.2856  0.09
H 0.3890 0.7988 0.6184  0.05
H 5.1937 -2.9569 -0.8884  0.07
H 6.3581 -3.9712 0.0011  0.08
H 5.3206 -2.8293 0.8933  0.07

Cartesian forces, eV/Å:
H 0.25 0.13 -0.07
N -0.26 -0.22 0.09
C -0.19 -0.72 0.13
C -0.29 0.73 -0.06
C 0.70 0.01 -0.08
C -0.77 -0.25 0.08
C 0.26 -0.13 0.02
C -0.27 -0.30 0.15
C 1.33 0.06 -0.18
O -0.88 -0.23 -0.30
S -0.15 -0.04 -0.36
O 0.13 -0.25 0.23
O 0.16 -0.13 0.41
C -0.08 0.61 -0.14
C 0.05 0.03 -0.17
C -0.08 0.07 0.07
C 0.06 0.07 -0.01
C -0.07 -0.01 -0.04
C 0.04 0.12 -0.05
C -0.12 -0.06 0.09
C -0.34 0.16 0.10
O -0.01 0.47 0.05
C 0.11 -0.14 0.04
C -0.16 -0.09 0.05
C -0.27 0.08 0.04
O 0.02 0.03 0.00
N 1.00 0.17 -0.19
C -0.18 0.26 0.04
S -0.18 0.13 -0.01
C -0.07 -0.02 0.00
S -0.28 -0.38 0.10
C 0.40 0.74 -0.08
O -0.17 0.01 -0.27
O -0.13 0.01 0.26
N -0.02 -0.92 0.09
N 0.40 0.32 -0.13
H 0.07 -0.13 0.00
H 0.05 0.10 -0.01
H -0.08 0.09 -0.02
H 0.11 -0.01 -0.12
H 0.07 -0.05 -0.08
H 0.01 -0.07 0.06
H 0.06 -0.07 0.00
H -0.02 -0.10 -0.01
H -0.06 -0.04 0.09
H -0.12 -0.02 0.17
H 0.01 0.01 0.00
H 0.01 0.01 -0.03
H 0.07 0.02 -0.01
H -0.13 -0.05 0.03
H -0.13 0.00 -0.14
H 0.25 -0.04 -0.01
H -0.11 0.01 0.15

* DFT total energy: -74864.98022 eV
* SMILES: [H]/N=C1/C(=C\c2ccc(OS(=O)(=O)c3ccc(C)cc3)c(OC)c2)C(=O)N=C2SC(S(C)(=O)=O)=NN21
* relative energy (zero: lowest compared OMol25 entry of this formula, charge and spin): 0.0 kJ/mol
* Kohn-Sham gap: 7.5 eV
* E_LUMO: -1.269 eV

***

Below is a molecular structure, C21H19AsN6RhS, with properties calculated with wB97M-V/def2-TZVPD.

Each line ends with the Löwdin charge.
Positions of all 49 atoms, in Å:
Rh -0.2467 -1.7967 -1.1571  0.76
N -0.0408 7.8901 -0.4404  0.19
C 0.0479 6.7578 -0.6062  -0.16
C 0.1623 5.3374 -0.8074  -0.20
C -0.7674 4.4789 -0.2242  0.01
C -0.6579 3.1171 -0.4260  -0.02
C 0.3944 2.5964 -1.1837  -0.23
C 1.3067 3.4661 -1.7838  -0.01
C 1.1908 4.8312 -1.5975  0.01
C 0.4843 1.1413 -1.3633  -0.34
C 1.6229 0.4085 -1.3764  -0.30
C 3.0180 0.8150 -1.2409  0.02
C 3.7712 -0.2898 -1.4110  -0.01
C 2.8558 -1.4013 -1.6003  -0.08
N 1.6198 -1.0137 -1.5746  -0.09
C -2.2783 -0.1862 -0.8856  -0.67
C -3.4468 0.3260 -0.3631  -0.08
C -4.1042 -0.7955 0.1878  -0.07
C -3.3173 -1.9165 -0.0420  -0.16
N -2.1970 -1.5457 -0.7045  -0.20
H -1.5707 4.8845 0.3749  0.13
H -1.3864 2.4490 0.0168  0.10
H 2.0784 3.0800 -2.4354  0.12
H 1.8857 5.5099 -2.0720  0.13
H 3.3614 1.8180 -1.0518  0.12
H 4.8463 -0.3659 -1.4007  0.12
H 3.1082 -2.4465 -1.7168  0.14
H -3.8063 1.3407 -0.4131  0.11
H -5.0701 -0.7932 0.6655  0.11
H -3.5129 -2.9477 0.2057  0.12
C -0.9795 -2.6232 2.2538  -0.20
As 0.1217 -1.5238 1.1328  1.13
C 1.9470 -1.8427 1.6265  -0.22
C -0.2787 0.2458 1.7677  -0.21
S -0.9907 0.2762 -1.9871  1.09
H -0.6838 -2.4242 3.2843  0.06
H -0.8411 -3.6771 2.0456  0.01
H -2.0187 -2.3427 2.1095  0.03
H 1.9855 -1.8783 2.7149  0.06
H 2.5763 -1.0297 1.2677  0.03
H 2.2729 -2.7945 1.2128  0.04
H -0.0698 0.2674 2.8377  0.06
H -1.3371 0.4410 1.5955  0.04
H 0.3312 0.9929 1.2676  0.03
N -0.6814 -6.4128 2.5388  0.13
C -0.5286 -6.1722 1.4205  -0.37
N -0.3513 -5.8910 0.1279  0.11
C -0.0762 -4.7121 -0.1990  -0.34
N 0.2511 -3.6483 -0.5905  -0.04

Cartesian forces, eV/Å:
Rh -0.09 -0.02 -0.18
N 0.00 0.00 0.00
C 0.00 -0.04 0.00
C 0.00 0.03 0.00
C -0.01 -0.01 0.01
C 0.02 -0.01 -0.01
C -0.05 -0.02 0.04
C 0.01 -0.02 0.00
C 0.01 0.01 -0.01
C 0.04 0.03 -0.01
C 0.01 -0.01 -0.02
C -0.05 -0.02 -0.01
C 0.01 -0.05 -0.02
C 0.05 0.04 -0.01
N 0.08 -0.02 0.08
C -0.18 0.17 0.14
C -0.04 -0.08 -0.05
C -0.01 0.04 0.01
C 0.05 0.05 -0.05
N -0.19 -0.15 0.23
H 0.00 0.00 0.00
H -0.01 0.01 0.00
H -0.01 0.01 -0.01
H 0.00 0.00 0.00
H 0.00 0.00 0.00
H 0.00 0.01 0.00
H 0.00 0.00 0.01
H 0.00 0.00 0.00
H 0.00 0.00 0.00
H 0.01 0.00 0.00
C 0.03 -0.01 0.03
As -0.27 0.19 0.13
C 0.05 -0.04 -0.08
C -0.05 0.05 0.00
S 0.31 -0.05 -0.10
H 0.03 0.03 0.00
H 0.01 -0.10 0.02
H 0.00 0.02 0.00
H 0.01 -0.01 0.01
H 0.00 -0.02 -0.01
H 0.00 0.01 0.01
H 0.00 -0.03 0.00
H 0.02 0.01 0.01
H 0.02 0.01 0.02
N -0.03 0.00 -0.01
C 0.08 -0.01 0.05
N -0.09 0.00 0.07
C -0.02 -0.05 -0.17
N 0.27 0.04 -0.09

* DFT total energy: -105698.76976 eV
* relative energy (zero: lowest compared OMol25 entry of this formula, charge and spin): 2.7 kJ/mol
* Kohn-Sham gap: 6.3 eV
* E_LUMO: -5.460 eV
* net charge: +1

***

- Among the records above, which one has the highest relative energy (zero: lowest compared OMol25 entry of this formula, charge and spin)?
  C21H18F4N4O4S

***

- What is the DFT total energy in the fourth record?
  -105698.76976 eV